Record 1
Molecular formula: C53H52Cl3N2OP2SiTa
Method: DFT, ωB97M-V/def2-TZVPD

Molar mass   1110.35 u
Net charge   +2
Total energy   -126391.75448 eV
E_HOMO   -12.8 eV
E_LUMO   -6.6 eV
Frontier orbital gap   6.169 eV

Atoms and positions in Å:
Ta1 0.7288 0.5877 -0.1596
C1 -1.0087 -0.0976 3.1120
P1 -2.1156 -1.2866 2.1560
C2 -3.2003 -0.4492 0.9392
C3 -3.2825 -1.1340 -0.2807
C4 -4.1964 -0.7613 -1.2657
C5 -5.0555 0.2998 -1.0367
C6 -4.9781 1.0024 0.1609
C7 -4.0593 0.6364 1.1317
C8 -3.2489 -1.8515 3.4766
C9 -4.3725 -1.1741 3.9514
C10 -5.1208 -1.7016 4.9955
C11 -4.7613 -2.9127 5.5761
C12 -3.6496 -3.5979 5.1112
C13 -2.9014 -3.0701 4.0645
C14 0.3871 -0.5472 2.7711
C15 1.0525 -1.5160 3.4383
C16 1.9538 -2.2049 2.5312
C17 1.8691 -1.5958 1.3385
C18 2.1874 -2.0396 -0.0478
P2 0.4280 -2.1077 -0.8019
C19 0.1055 -2.2993 -2.5966
C20 -0.7187 -3.3464 -3.0219
C21 -1.1883 -3.3999 -4.3306
C22 -0.8473 -2.4116 -5.2373
C23 -0.0278 -1.3630 -4.8295
C24 0.4254 -1.3073 -3.5236
C25 0.0230 -3.7930 -0.1951
C26 -1.0625 -4.1755 0.5773
C27 -1.2301 -5.5148 0.9250
C28 -0.3309 -6.4703 0.4858
C29 0.7370 -6.0945 -0.3235
C30 0.9168 -4.7657 -0.6626
N1 0.9535 -0.5007 1.4552
H1 -1.2344 0.9599 3.0174
H2 -1.1687 -0.3793 4.1510
H3 -2.6558 -2.0022 -0.4508
H4 -4.2506 -1.3237 -2.1895
H5 -5.7926 0.5768 -1.7803
H6 -5.6554 1.8267 0.3507
H7 -4.0171 1.2062 2.0452
H8 -4.6823 -0.2337 3.5130
H9 -5.9907 -1.1656 5.3542
H10 -5.3511 -3.3204 6.3869
H11 -3.3664 -4.5436 5.5562
H12 -2.0315 -3.6111 3.7023
H13 0.8502 -1.7983 4.4619
H14 2.5533 -3.0748 2.7560
H15 2.8353 -1.3540 -0.5648
H16 2.6577 -3.0168 -0.0111
H17 -1.0024 -4.1354 -2.3403
H18 -1.8158 -4.2272 -4.6370
H19 -1.2159 -2.4531 -6.2552
H20 0.2669 -0.5953 -5.5374
H21 1.0695 -0.4897 -3.2413
H22 -1.7768 -3.4443 0.9154
H23 -2.0745 -5.8011 1.5391
H24 -0.4574 -7.5085 0.7657
H25 1.4273 -6.8390 -0.6985
H26 1.7375 -4.5008 -1.3185
C31 3.1036 -2.1605 -2.9539
Si1 3.4590 -0.3870 -2.4512
C32 3.4420 0.3634 -4.1527
C33 5.0776 -0.5515 -1.5469
N2 2.4012 0.7554 -1.3676
C34 3.1089 2.0349 -1.4313
C35 4.3223 2.3245 -2.0927
C36 4.8570 3.6012 -2.1155
C37 4.2109 4.6583 -1.4835
C38 3.0700 4.3843 -0.7598
C39 2.6009 3.0876 -0.7432
O1 1.5645 2.7195 0.1010
C40 1.8835 3.0597 1.4801
C41 1.3265 4.1778 2.0560
C42 1.6890 4.4820 3.3636
C43 2.5953 3.6823 4.0504
C44 3.1423 2.5623 3.4366
C45 2.7856 2.2459 2.1320
H27 4.1143 -2.5227 -3.1853
H28 2.5226 -2.2097 -3.8729
H29 2.6683 -2.8656 -2.2567
H30 4.0713 -0.2658 -4.7921
H31 3.7910 1.3870 -4.2513
H32 2.4279 0.3196 -4.5618
H33 5.9179 -0.3110 -2.2087
H34 5.2173 -1.5887 -1.2288
H35 5.1618 0.0919 -0.6683
H36 4.8862 1.5635 -2.5948
H37 5.7966 3.7637 -2.6278
H38 4.6089 5.6630 -1.5215
H39 2.5606 5.1507 -0.1892
H40 0.6278 4.7949 1.5100
H41 1.2678 5.3583 3.8392
H42 2.8798 3.9364 5.0634
H43 3.8544 1.9410 3.9645
H44 3.2124 1.3851 1.6261
Cl1 -3.2317 2.6827 -3.1130
C46 -1.8541 1.8262 -3.6352
Cl2 -0.7333 1.2945 -2.2196
H45 -1.2011 2.4458 -4.2348
H46 -2.1187 0.8809 -4.0913
Cl3 -2.5250 3.1425 2.7881
C47 -2.2354 3.8029 1.2013
C48 -2.9013 4.9777 0.8878
C49 -2.5837 5.6548 -0.2765
C50 -1.5679 5.1684 -1.0839
C51 -0.9262 3.9824 -0.7619
C52 -1.2730 3.2278 0.3633
C53 -0.6422 1.9072 0.8025
H47 -3.6402 5.3681 1.5745
H48 -3.1030 6.5706 -0.5279
H49 -1.2667 5.7156 -1.9685
H50 -0.1213 3.6582 -1.4000
H51 -1.4665 1.2039 1.0142
H52 -0.1055 2.0703 1.7406

Atoms 1-2, force components in eV/Å:
Ta 0.23 0.36 -0.33
C 0.28 0.12 -0.03



Record 2
Molecular formula: C24H58F6FeNO27S2
Method: DFT, ωB97M-V/def2-TZVPD

Molar mass   1026.67 u
Net charge   +2
Total energy   -154941.97694 eV
2S+1   6
E_HOMO (alpha / beta)   -13.8 / -13.8 eV
E_LUMO (alpha / beta)   -7.0 / -11.3 eV
Frontier orbital gap (alpha / beta)   6.784 / 2.493 eV

Atoms and positions in Å:
Fe1 -27.7280 -7.2141 13.8025
C1 -26.0947 -11.0630 12.5130
F1 -25.3398 -10.8399 13.6921
F2 -25.4246 -11.9439 11.6849
F3 -27.2666 -11.4498 12.8596
S1 -26.2748 -9.3413 11.5964
O1 -25.1207 -8.4676 11.8686
O2 -26.4229 -9.7117 10.1847
N1 -27.6857 -8.5695 12.3452
S2 -28.8956 -9.0990 11.4618
O3 -28.8650 -10.4718 10.9898
O4 -30.1836 -8.7874 12.0902
C2 -28.8279 -8.0007 9.8547
F4 -28.4363 -8.7216 8.8538
F5 -30.0774 -7.6145 9.4932
F6 -28.0389 -6.9658 9.9468
O5 -26.1473 -8.1686 14.8902
H1 -25.2330 -8.0729 14.6238
H2 -26.1292 -8.8380 15.5741
O6 -22.6985 -10.1416 12.6718
H3 -21.8901 -9.6885 12.4322
H4 -22.6247 -11.0004 12.2554
O7 -22.8687 -7.0534 11.4293
H5 -22.0665 -7.5753 11.4403
H6 -23.5527 -7.6584 11.7163
O8 -29.0465 -8.3630 15.0425
H7 -29.3040 -9.2490 14.7878
H8 -29.6363 -8.1394 15.7625
O9 -29.0949 -4.4877 10.6848
H9 -29.7664 -4.5990 10.0118
H10 -28.3744 -4.0470 10.2343
C3 -27.0442 -12.6480 8.6278
C4 -27.7166 -11.7080 7.6387
C5 -27.6875 -12.2401 6.2129
O10 -29.0162 -12.1994 5.7559
C6 -29.8664 -11.8262 6.7502
O11 -31.0533 -11.7452 6.6286
O12 -29.1040 -11.6939 7.8432
H11 -27.4714 -12.5468 9.6255
H12 -25.9626 -12.5661 8.7350
H13 -27.2885 -13.7026 8.5001
H14 -27.4054 -10.6650 7.6964
H15 -27.2865 -13.2526 6.2591
H16 -27.0843 -11.6155 5.5540
C7 -29.3317 -8.6073 5.4945
C8 -29.4602 -7.0988 5.2106
C9 -28.7315 -6.0691 6.0755
O13 -28.0057 -5.3873 5.1398
C10 -28.2832 -5.8051 3.8767
O14 -27.9347 -5.1686 2.8766
O15 -28.9515 -6.9173 3.9109
H17 -29.9078 -9.2189 4.8001
H18 -29.7387 -8.9755 6.4362
H19 -28.2847 -8.9091 5.5241
H20 -30.5147 -6.8291 5.2694
H21 -27.9493 -6.5095 6.6938
H22 -29.4879 -5.5424 6.6574
C11 -23.0544 -9.9092 9.0686
C12 -23.9687 -9.9050 7.8201
C13 -23.1063 -9.4720 6.5360
O16 -23.5958 -10.3416 5.5370
C14 -24.1577 -11.4413 6.0926
O17 -24.4980 -12.4289 5.5027
O18 -24.2418 -11.2291 7.4110
H23 -22.2410 -10.6231 8.9388
H24 -23.5856 -10.2960 9.9381
H25 -22.6268 -8.9375 9.3158
H26 -24.8681 -9.2982 7.9256
H27 -22.0455 -9.7103 6.6142
H28 -23.1509 -8.4037 6.3246
C15 -33.6795 -8.1925 11.7660
C16 -34.4251 -6.8756 11.4834
C17 -35.7606 -7.0236 10.6855
O19 -36.6129 -6.5343 11.6304
C18 -36.0885 -6.1901 12.8319
O20 -36.7476 -5.7454 13.7384
O21 -34.7770 -6.3306 12.7115
H29 -33.4139 -8.7208 10.8503
H30 -34.2041 -8.8034 12.5006
H31 -32.6949 -7.9289 12.1523
H32 -33.7576 -6.1445 11.0271
H33 -35.9526 -8.0425 10.3492
H34 -35.7279 -6.3293 9.8458
C19 -30.5403 -5.6009 13.2789
O22 -29.1912 -5.8931 12.9854
H35 -30.8478 -5.9310 14.2712
H36 -30.7153 -4.5259 13.2341
H37 -31.1293 -6.0599 12.4849
H38 -29.1210 -5.5507 12.0913
C20 -21.8818 -8.4508 15.1178
O23 -23.2644 -8.7377 14.9949
H39 -21.6549 -7.9956 16.0818
H40 -21.2643 -9.3383 14.9793
H41 -21.6413 -7.6705 14.3957
H42 -23.3668 -9.3762 14.2854
C21 -23.2393 -12.7375 16.3843
O24 -21.8218 -13.1004 16.1271
H43 -23.2846 -11.7462 16.8353
H44 -23.8279 -12.6788 15.4688
H45 -23.7533 -13.5429 16.9090
H46 -21.2088 -12.5638 16.6349
C22 -31.5824 -10.5137 14.1742
O25 -30.2801 -10.9623 14.5114
H47 -31.7580 -9.5098 14.5608
H48 -31.5983 -10.4372 13.0870
H49 -32.3047 -11.2410 14.5449
H50 -30.3670 -11.9117 14.3985
C23 -30.6161 -13.4527 10.1688
O26 -31.3518 -14.0269 11.2353
H51 -29.9956 -12.6430 10.5530
H52 -29.9327 -14.2146 9.7939
H53 -31.2948 -13.1083 9.3884
H54 -31.5693 -14.9080 10.9224
C24 -26.0544 -4.8328 12.3650
O27 -26.1163 -5.8809 13.2609
H55 -25.0170 -4.5415 12.2005
H56 -26.4732 -5.0970 11.3939
H57 -26.6799 -4.0302 12.7560
H58 -25.4023 -5.7031 13.8775

Atoms 1-2, force components in eV/Å:
Fe -0.16 -0.73 -0.78
C 2.70 0.04 0.70



Record 3
Molecular formula: C5H17NO4S
Method: DFT, ωB97M-V/def2-TZVPD

Molar mass   187.26 u
Net charge   0
Total energy   -25975.40572 eV
SMILES   CN(C)C(=O)CCS.O.O.O
E_HOMO   -9.3 eV
E_LUMO   0.1 eV
Frontier orbital gap   9.428 eV

Atoms and positions in Å:
C1 1.6120 0.0780 1.7374
N1 2.1283 0.3628 0.3974
C2 3.5816 0.3771 0.3151
C3 1.4814 -0.1867 -0.7192
O1 2.1557 -0.6507 -1.6176
C4 0.0310 0.1872 -0.8962
C5 -0.1411 1.6798 -1.0866
S1 -1.9232 2.1257 -1.1109
H1 0.5491 0.3072 1.7730
H2 1.8786 -0.8881 2.1580
H3 2.0107 0.8838 2.3480
H4 3.9845 0.7801 1.2292
H5 3.8635 0.9870 -0.5276
H6 4.0163 -0.6182 0.1846
H7 -0.4370 -0.3428 -1.7149
H8 -0.5138 -0.1938 -0.0187
H9 0.3758 2.0267 -1.9812
H10 0.4234 2.2728 -0.3591
H11 -1.7843 2.8320 -2.2367
O2 -2.3148 -0.0965 3.3368
H12 -1.4891 -0.4816 3.0273
H13 -2.1765 0.8504 3.4279
O3 -2.2039 -2.3602 1.2839
H14 -2.1254 -3.1001 1.8912
H15 -2.2909 -1.4719 1.6379
O4 -0.9181 -2.7059 -1.7763
H16 -0.4174 -2.7544 -0.9404
H17 -1.5911 -2.1174 -1.4040

Atoms 1-2, force components in eV/Å:
C -0.08 1.75 -0.32
N -0.41 -1.05 0.32



Record 4
Molecular formula: C30H54HfP2
Method: DFT, ωB97M-V/def2-TZVPD

Molar mass   655.20 u
Net charge   +2
Total energy   -51849.84630 eV
E_HOMO (alpha / beta)   -13.1 / -13.1 eV
E_LUMO (alpha / beta)   -8.9 / -8.9 eV
Frontier orbital gap (alpha / beta)   4.218 / 4.263 eV

Atoms and positions in Å:
Hf1 -0.6688 0.1355 -1.1748
C1 -2.5519 1.6170 -0.3503
C2 -3.0701 0.7341 -1.3749
C3 -2.9389 -0.4499 0.6242
C4 -2.5976 0.9050 0.8885
C5 -3.2088 -0.5839 -0.7654
C6 -2.2400 3.0686 -0.4892
H1 -2.2126 3.3848 -1.5408
H2 -1.2601 3.3104 -0.0456
H3 -2.9888 3.6814 0.0330
C7 -2.3135 1.4701 2.2230
H4 -2.5632 2.5387 2.2653
H5 -1.2478 1.3569 2.4614
H6 -2.8848 0.9507 3.0060
C8 -2.8852 -1.5534 1.6135
H7 -3.3538 -1.2497 2.5584
H8 -1.8347 -1.8104 1.8288
H9 -3.3918 -2.4519 1.2444
C9 -3.5903 -1.8774 -1.3995
H10 -3.9922 -1.7425 -2.4113
H11 -4.3462 -2.3988 -0.7941
H12 -2.7308 -2.5638 -1.4736
C10 -3.6944 1.2043 -2.6486
H13 -4.7216 1.5612 -2.4771
H14 -3.7496 0.4029 -3.3922
H15 -3.1297 2.0375 -3.0803
C11 1.3905 0.7777 -1.6991
C12 0.4056 1.7438 -2.1416
C13 0.0021 1.8358 -3.6086
C14 -0.7170 0.5807 -4.1980
C15 -1.1398 -0.5096 -3.2330
C16 -0.2455 -1.4399 -2.6248
C17 1.2106 -1.4530 -3.0682
C18 2.0654 -0.2442 -2.6171
H16 0.8993 2.0377 -4.2271
H17 -0.0890 0.1551 -4.9934
H18 -0.6502 2.7169 -3.7526
H19 2.4855 0.2431 -3.5159
H20 2.0174 1.0701 -0.8580
H21 0.3330 2.7096 -1.6058
H22 2.9523 -0.6329 -2.0766
H23 1.6797 -2.3754 -2.6990
H24 -0.6075 -2.4271 -2.2864
H25 1.2731 -1.5339 -4.1642
H26 -1.6302 0.9352 -4.7066
H27 -2.1629 -0.8468 -3.3985
P1 2.3104 3.8969 0.3355
C19 1.6486 4.5221 1.9275
H28 2.3902 4.3912 2.7270
H29 0.7252 3.9827 2.1828
H30 1.4026 5.5890 1.7994
C20 3.4512 2.5451 0.9221
H31 3.4224 2.4962 2.0211
H32 4.4743 2.7742 0.5696
H33 3.1303 1.5757 0.5038
C21 3.5077 5.2375 0.0062
H34 3.8724 5.1088 -1.0193
H35 4.3375 5.1940 0.7250
H36 2.9730 6.1922 0.0855
P2 0.6164 -3.8606 -0.2658
C22 -0.1315 -5.4251 -0.8234
H37 0.5209 -6.2632 -0.5468
H38 -0.2673 -5.3919 -1.9139
H39 -1.1140 -5.5271 -0.3403
C23 2.3773 -4.0316 -0.7691
H40 2.4327 -4.6226 -1.6906
H41 2.9543 -4.5165 0.0341
H42 2.7883 -3.0221 -0.9440
C24 0.7457 -4.1175 1.5366
H43 1.3649 -5.0091 1.7013
H44 -0.2672 -4.2526 1.9478
H45 1.1986 -3.2263 2.0021
C25 2.2310 -1.3077 3.5939
C26 0.8624 -0.6774 3.3496
C27 -0.1686 -1.3521 4.2633
C28 0.9502 0.8091 3.6992
C29 0.4579 -0.7515 1.9235
C30 0.1374 -0.6029 0.7428
H46 2.5418 -1.0898 4.6227
H47 2.9741 -0.8891 2.9089
H48 2.2108 -2.3912 3.4727
H49 0.1282 -1.2207 5.3127
H50 -1.1649 -0.9100 4.1343
H51 -0.2380 -2.4230 4.0529
H52 1.5692 1.3309 2.9556
H53 -0.0458 1.2570 3.7029
H54 1.3838 0.9584 4.6966

Atoms 1-2, force components in eV/Å:
Hf -5.24 -0.85 9.38
C -0.11 -0.77 -0.86



Record 5
Molecular formula: C28H38NO3PSSbZr
Method: DFT, ωB97M-V/def2-TZVPD

Molar mass   712.64 u
Net charge   +1
Total energy   -65222.88051 eV
E_HOMO   -11.4 eV
E_LUMO   -3.0 eV
Frontier orbital gap   8.416 eV

Atoms and positions in Å:
Zr1 -1.1641 0.5102 0.6880
O1 -0.4550 1.3801 2.5553
S1 -0.1410 2.7369 1.9622
O2 -0.3742 3.8564 2.7941
O3 -0.9397 2.7014 0.6849
C1 1.5738 2.6427 1.5279
C2 2.2641 3.8405 1.6480
C3 3.6330 3.8746 1.4209
C4 4.3074 2.7078 1.1149
C5 3.6097 1.5131 1.0008
C6 2.2297 1.4469 1.1665
P1 1.4622 -0.2216 0.9464
C7 2.2067 -1.2331 2.2303
C8 3.3188 -2.0347 1.9870
C9 3.8926 -2.7444 3.0328
C10 3.3590 -2.6534 4.3096
C11 2.2452 -1.8591 4.5511
C12 1.6631 -1.1509 3.5127
C13 2.0562 -0.8231 -0.6597
C14 1.7633 -2.1549 -0.9675
C15 2.1317 -2.6871 -2.1917
C16 2.7695 -1.8898 -3.1366
C17 3.0281 -0.5587 -2.8518
C18 2.6784 -0.0260 -1.6152
H1 1.7385 4.7352 1.9512
H2 4.1696 4.8089 1.5143
H3 5.3797 2.7178 0.9718
H4 4.1587 0.6068 0.7732
H5 3.7340 -2.1129 0.9899
H6 4.7563 -3.3683 2.8457
H7 3.8112 -3.2077 5.1215
H8 1.8246 -1.7946 5.5455
H9 0.7926 -0.5350 3.7042
H10 1.2537 -2.7895 -0.2502
H11 1.9154 -3.7249 -2.4097
H12 3.0623 -2.3120 -4.0890
H13 3.5151 0.0726 -3.5837
H14 2.8952 1.0141 -1.4128
C19 -1.6576 -1.1188 -5.0080
C20 -1.2096 -1.5241 -3.6061
Sb1 -1.2261 0.1247 -2.2899
C21 -3.2650 0.7396 -2.4350
C22 -3.6101 1.7415 -1.3318
C23 -0.3396 1.6580 -3.4681
C24 0.1187 2.8663 -2.6599
H15 -1.6693 -1.9889 -5.6666
H16 -0.9890 -0.3832 -5.4568
H17 -2.6653 -0.7013 -5.0108
H18 -0.2050 -1.9445 -3.6024
H19 -1.8725 -2.2730 -3.1701
H20 -3.8805 -0.1557 -2.3358
H21 -3.4126 1.1507 -3.4339
H22 -3.4877 1.2420 -0.3578
H23 -4.6555 2.0521 -1.3533
H24 -3.0005 2.6450 -1.3780
H25 -1.0756 1.9348 -4.2243
H26 0.5023 1.1989 -3.9920
H27 -0.7071 3.3642 -2.1493
H28 0.5965 3.6072 -3.3025
H29 0.8430 2.5863 -1.8893
C25 -4.3199 0.0378 2.3455
C26 -3.5170 -1.1918 1.9146
C27 -4.4553 -2.2080 1.2747
C28 -2.8357 -1.8003 3.1375
N1 -2.4682 -0.7540 0.9770
H30 -4.9665 -0.1953 3.1950
H31 -4.9554 0.4093 1.5389
H32 -3.6718 0.8580 2.6686
H33 -5.2388 -2.5015 1.9754
H34 -3.9108 -3.1054 0.9755
H35 -4.9334 -1.7910 0.3862
H36 -3.5732 -2.1328 3.8714
H37 -2.1852 -1.0723 3.6283
H38 -2.2262 -2.6588 2.8503

Atoms 1-2, force components in eV/Å:
Zr -1.04 -1.67 -0.81
O 0.14 0.45 0.15